DFT (ωB97M-V/def2-TZVPD) results for a molecular structure, C33H26N4PbS.

For the HOMO-LUMO gap (spin up / spin down), the calculation gives 0.1862 / 0.2167 Ha. As for the HOMO energy (spin up / spin down): -14.07 / -14.05 eV. As for the calculated total energy: -2082.57647 hartree. Its LUMO energy (spin up / spin down) is -9.00 / -8.15 eV.

The geometry in ORCA input format:
```
! wB97M-V def2-TZVPD RIJCOSX def2/J DEFGRID3
* xyz 2 1
Pb 0.2824 -1.9650 -1.5852
S -3.7021 -3.6361 0.4098
N -1.7201 -2.1606 -0.2533
N 1.9260 -1.6945 0.0647
N 0.5290 0.4206 -1.5643
N 7.6863 5.1595 1.0581
C -2.0719 -3.4105 -0.0491
C 0.3396 2.6103 -2.2337
C -1.1450 -4.5430 -0.2090
C 5.7904 3.4690 0.5552
C -5.1068 -1.2045 0.6632
C 4.7741 3.2552 1.4819
C 2.6818 0.6744 -0.3179
C -3.8440 0.8551 0.3018
C -2.7756 -1.2799 0.0000
C 3.6884 -2.3049 1.4038
C -4.2964 2.8662 1.7176
C 3.7674 2.3452 1.2023
C 4.7878 1.8673 -0.9312
C -1.3675 -5.7902 0.3848
C -2.4574 2.9623 0.0547
C 6.8431 4.4118 0.8381
C 1.4653 2.5453 -1.4958
C -4.8146 2.9012 -0.7381
C -3.8430 2.3811 0.3320
C 1.6066 1.1648 -1.0668
C 3.9432 -1.0388 1.0125
C 0.0211 -4.4314 -0.9382
C 0.9425 -5.4167 -1.1672
C -0.2013 1.2702 -2.2576
C 5.7984 2.7731 -0.6524
C -5.0352 0.1668 0.6168
C 0.6837 -6.6516 -0.5631
C 3.7733 1.6526 -0.0030
C 2.8319 -0.6189 0.1792
C -2.7200 0.1167 -0.0146
C -3.9531 -1.9264 0.3625
C -0.4612 -6.8248 0.2056
C 2.4344 -2.6668 0.7957
H 1.8169 -5.2815 -1.7928
H -5.9285 0.7322 0.8487
H -4.3284 3.9566 1.7291
H -6.0267 -1.7058 0.9340
H 1.3791 -7.4665 -0.7149
H 1.9121 -3.6103 0.9002
H -3.6028 2.5353 2.4933
H -1.7775 0.5987 -0.2302
H -5.2926 2.5056 1.9746
H -1.0922 0.9421 -2.7814
H -4.8665 3.9905 -0.6952
H 4.2857 -2.9357 2.0427
H -1.7018 2.5634 0.7372
H -5.8237 2.5153 -0.5889
H -2.4843 4.0440 0.1888
H -4.4871 2.6121 -1.7396
H -0.0869 3.4760 -2.7159
H 4.7752 3.7998 2.4165
H -0.6525 -7.7827 0.6693
H 6.5931 2.9450 -1.3658
H 2.1416 3.3488 -1.2521
H -2.1457 2.7701 -0.9764
H 4.7916 1.3275 -1.8712
H 2.9765 2.1778 1.9245
H 4.7926 -0.4256 1.2673
H -2.2488 -5.9368 0.9985
*
```